No. 1
The following is a DFT calculation (ωB97M-V/def2-TZVPD) of a 2-piece molecular cluster, C3H9NO overall.

As for the spin multiplicity: 1. As for the charge: 0. The gap between HOMO and LUMO is 10.790 eV. The relative energy (zero: lowest compared OMol25 entry of this formula, charge and spin) comes out at 2.0876 eV. Its SMILES is C=NCC.O.

Each line ends with the Mulliken charge.
Geometry (Å):
C: -1.5197 0.1867 1.3870  -0.409
N: -0.5980 -0.1726 0.6371  -0.207
C: 0.4964 0.9111 0.2818  -0.520
C: 0.8171 0.9254 -1.2699  -0.984
H: -1.6150 1.3178 1.6489  0.178
H: -2.2517 -0.5368 1.8454  0.265
H: 1.3672 0.6121 0.9072  0.284
H: 0.2092 1.9465 0.5031  0.424
H: -0.0410 0.5353 -1.7850  0.345
H: 1.5457 0.1823 -1.4364  0.254
H: 1.1795 1.8957 -1.6795  0.303
O: -0.2799 -2.5801 -0.4748  -0.604
H: 0.2686 -1.9705 0.0551  0.355
H: 0.4215 -3.2529 -0.6199  0.314

=====

No. 2
The following is a DFT calculation (ωB97M-V/def2-TZVPD) of one molecule with the formula C3H9NO.

As for the spin multiplicity: 1. As for the charge: 0. The gap between HOMO and LUMO is 10.362 eV. The relative energy (zero: lowest compared OMol25 entry of this formula, charge and spin) comes out at 1.4772 eV. Its SMILES is C[C@H](N)CO.

Each line ends with the Mulliken charge.
Geometry (Å):
C: 1.5872 0.8036 0.5572  -1.303
C: 0.1209 0.6068 -0.0536  0.556
N: -0.8904 0.5441 0.9852  -0.635
C: 0.1958 -0.6807 -0.8477  -0.654
O: -1.0420 -1.3911 -0.8815  -0.543
H: 1.8196 0.4022 1.5605  0.322
H: 2.4372 0.4685 -0.0223  0.334
H: 1.5539 1.8897 0.6245  0.356
H: -0.0088 1.5369 -0.6031  0.360
H: -1.4115 1.4040 0.9695  0.195
H: -0.7988 0.1537 1.9048  0.186
H: 0.4110 -0.5391 -1.9252  0.251
H: 0.9671 -1.3374 -0.3515  0.253
H: -1.4747 -1.2935 -0.0289  0.322

=====

Question: Which of these has the highest relative energy (zero: lowest compared OMol25 entry of this formula, charge and spin)?
Answer: number 1